Entry from the OMol25 dataset: a structure of composition C26H21KN11O2PS (ωB97M-V/def2-TZVPD).

Last column: Mulliken charge in e.
Geometry (Å):
K 1.40770 -0.90359 1.07702  0.927
O -2.35812 -1.44884 -1.80714  -0.732
C -1.79970 -0.64503 -1.04105  0.126
O -0.60997 -0.65772 -0.62923  -0.333
C -2.64006 0.54080 -0.50338  -0.951
P -1.54967 1.92643 0.02934  -0.089
C -0.83440 1.42713 1.63951  0.606
C -1.33912 0.40770 2.44830  0.192
C -0.71358 0.06998 3.63939  -0.568
C 0.42954 0.74864 4.04954  -0.460
C 0.94040 1.76476 3.25648  -0.533
C 0.31328 2.09766 2.05910  -0.645
C -2.85075 3.11006 0.60443  0.578
C -3.63413 3.73197 -0.37121  -0.525
C -4.62318 4.64136 -0.03165  -0.569
C -4.84049 4.96760 1.30150  -0.424
C -4.06158 4.37076 2.28102  -0.656
C -3.07920 3.44988 1.93687  -0.385
H -3.29837 0.19384 0.29764  0.434
H -3.28994 0.91487 -1.29675  0.497
H -2.20686 -0.15681 2.13038  0.177
H -1.07036 -0.76342 4.22926  0.359
H 0.94159 0.44045 4.95310  0.360
H 1.85233 2.27061 3.54809  0.358
H 0.73681 2.86806 1.42292  0.297
H -3.46057 3.49853 -1.41680  0.323
H -5.22114 5.10343 -0.80842  0.358
H -5.60796 5.68312 1.57082  0.345
H -4.21817 4.61717 3.32465  0.379
H -2.48472 2.98925 2.71574  0.299
N 4.05260 -0.76276 3.87204  -0.084
C 2.91007 -1.43890 4.31625  0.606
N 2.61634 -1.49239 5.61312  -0.571
N 1.44301 -2.15471 5.65071  -0.545
N 1.06814 -2.45728 4.44835  -0.513
N 1.98461 -2.01319 3.55722  0.031
C 4.71497 -1.03612 2.66790  0.210
N 6.04276 -1.03951 2.59301  -0.468
N 6.29443 -1.28222 1.29327  -0.745
N 5.18021 -1.34623 0.63476  -0.286
N 4.13912 -1.21220 1.48570  0.177
H 4.70900 -0.62573 4.62514  0.304
S 1.63101 -1.74080 -5.55715  -0.291
C 2.03034 -0.94903 -4.02251  0.419
C 1.20270 0.04838 -3.53510  -0.503
C 1.40545 0.47836 -2.24103  0.098
N 2.38802 0.02133 -1.47234  -0.488
C 3.26634 -0.83583 -1.98480  -0.382
C 3.11058 -1.37079 -3.26148  -0.389
C 0.17840 -2.65749 -5.10180  0.602
C -0.42372 -2.66203 -3.84729  -0.131
C -1.56863 -3.42485 -3.65799  -0.562
N -2.13060 -4.17583 -4.60866  -0.655
C -1.53210 -4.17230 -5.80037  -0.292
C -0.39700 -3.44315 -6.09973  -0.539
H 0.35655 0.40354 -4.10773  0.362
H 0.70163 1.15928 -1.77685  0.355
H 4.06662 -1.15472 -1.31978  0.574
H 3.77583 -2.14605 -3.61701  0.434
H -0.04477 -2.09556 -3.01062  0.380
H -2.04428 -3.40834 -2.68186  0.488
H -1.99091 -4.78710 -6.56965  0.329
H 0.03369 -3.48441 -7.09323  0.329

Results
ΔE to the lowest compared entry with this formula, charge and spin: 0.0 kcal per mole
net charge: -2
2S+1: 1
gap between HOMO and LUMO: 6.08 eV